The following is a quantum chemistry calculation of a structure of composition C28H28Br2N2OReSi at a distorted geometry, from the Open Molecules 2025 dataset.

Atoms and positions in Å:
Re  0.480  -0.687  0.165
Br  1.881  -2.453  4.665
C  2.821  -2.454  3.058
C  4.161  -2.904  3.031
C  4.871  -2.960  1.859
Br  6.623  -3.605  1.876
C  4.275  -2.533  0.630
C  4.868  -2.578  -0.639
C  4.151  -2.173  -1.744
C  2.869  -1.658  -1.583
N  2.290  -1.560  -0.386
C  2.960  -2.047  0.704
C  2.216  -2.050  1.894
O  0.924  -1.658  1.766
H  4.619  -3.228  3.954
H  5.880  -2.947  -0.746
H  4.572  -2.235  -2.736
H  2.289  -1.326  -2.432
C  -0.937  -1.442  -1.107
Si  -2.142  -0.032  -0.695
C  -1.090  1.352  -1.442
N  0.337  1.150  -0.978
C  0.692  2.121  0.132
C  2.187  2.388  0.173
C  2.598  3.193  -1.067
C  1.739  2.777  -2.272
C  1.316  1.330  -2.117
C  -3.900  0.082  -1.198
C  -4.909  -0.002  -0.234
C  -6.234  0.197  -0.590
C  -6.560  0.474  -1.910
C  -5.569  0.550  -2.880
C  -4.245  0.354  -2.528
C  -1.846  0.035  1.157
C  -1.972  1.261  1.866
C  -2.006  1.289  3.237
C  -1.909  0.091  3.961
C  -1.808  -1.117  3.311
C  -1.795  -1.147  1.915
H  -0.610  -1.442  -2.154
H  -1.233  -2.458  -0.833
H  -1.418  2.376  -1.258
H  -1.106  1.209  -2.525
H  0.318  1.723  1.083
H  0.152  3.059  -0.025
H  2.738  1.440  0.223
H  2.423  2.920  1.094
H  3.654  3.033  -1.283
H  2.477  4.258  -0.870
H  2.294  2.879  -3.204
H  0.855  3.410  -2.375
H  2.193  0.721  -1.911
H  0.832  0.933  -3.009
H  -4.668  -0.222  0.799
H  -7.012  0.131  0.157
H  -7.593  0.632  -2.186
H  -5.831  0.757  -3.908
H  -3.486  0.406  -3.300
H  -2.072  2.189  1.316
H  -2.121  2.228  3.761
H  -1.933  0.121  5.042
H  -1.754  -2.040  3.870
H  -1.794  -2.113  1.426

Values from the calculation:
Multiplicity = 2
Expectation value of S² = 1.245
Energy above the lowest of the compared OMol25 structures with the same formula, charge and spin = 11.9 kcal/mol
HOMO (spin up / spin down) = -0.519 / -0.514 Eh
Total charge = +2
Orbital gap (spin up / spin down) = 6.13 / 6.35 eV

Mulliken population analysis, charges in e, atoms 1 to 6: atom 1 (Re): 1.037, atom 2 (Br): -0.079, atom 3 (C): -0.395, atom 4 (C): -0.360, atom 5 (C): -0.157, atom 6 (Br): -0.132